1.
The following is a quantum chemistry calculation of C54H94F30N10O24S10 as an isolated structure in a non-equilibrium geometry, from OMol25.

Structure (XYZ):
```
222
Properties=species:S:1:pos:R:3:lowdin_charge:R:1
S 16.296 19.759 18.523 0.54
S 11.388 12.543 18.815 0.61
S 23.214 18.030 10.779 0.70
S 24.768 14.860 18.748 0.58
S 19.170 11.378 15.574 0.53
S 25.380 17.318 17.532 0.59
S 17.260 22.345 18.631 0.62
S 21.282 19.735 11.940 0.53
S 11.465 13.154 16.086 0.57
S 20.700 11.940 17.952 0.60
F 13.699 14.708 16.009 0.08
F 19.677 21.499 10.625 0.07
F 26.048 19.932 17.873 0.10
F 11.818 10.067 17.806 0.13
F 12.927 14.163 14.051 0.14
F 23.601 16.380 8.803 0.18
F 21.529 17.052 8.946 0.13
F 20.295 9.146 15.142 0.17
F 19.250 9.216 16.981 0.14
F 23.130 11.358 16.962 0.14
F 15.286 23.907 18.842 0.14
F 24.685 15.446 21.321 0.15
F 13.937 12.757 15.279 0.13
F 27.494 18.597 18.718 0.14
F 15.269 19.082 16.137 0.05
F 13.816 19.818 17.548 0.11
F 23.328 16.603 19.990 0.10
F 25.489 18.822 19.603 0.11
F 22.293 9.854 18.341 0.10
F 14.544 17.813 17.724 0.17
F 23.209 11.671 19.067 0.12
F 11.570 10.210 19.973 0.13
F 15.543 22.600 20.596 0.16
F 22.265 15.577 10.268 0.14
F 19.136 19.444 10.570 0.05
F 18.158 8.964 15.023 0.12
F 16.724 24.339 20.350 0.16
F 20.903 20.166 9.393 0.17
F 22.865 14.556 20.600 0.12
F 13.446 10.813 19.092 0.10
O 20.093 14.587 13.739 0.22
O 18.793 15.071 21.629 -0.19
O 19.918 11.038 18.662 -0.26
O 15.733 19.599 19.801 -0.27
O 23.989 17.630 17.546 -0.30
O 10.532 14.200 15.746 -0.30
O 17.976 11.768 16.237 -0.29
O 26.111 17.438 16.281 -0.31
O 11.194 11.872 15.535 -0.27
O 17.531 23.218 17.524 -0.29
O 25.269 14.954 11.104 0.21
O 20.238 19.626 12.940 -0.33
O 23.734 19.176 10.043 -0.28
O 17.479 18.956 18.176 -0.30
O 9.950 12.425 18.834 -0.29
O 16.225 23.410 14.991 0.17
O 18.275 21.923 19.565 -0.28
O 25.534 13.742 19.151 -0.25
O 23.699 14.717 17.796 -0.30
O 24.135 17.359 11.697 -0.33
O 19.336 11.661 14.183 -0.30
O 22.261 20.802 12.039 -0.28
O 12.027 13.085 20.025 -0.34
O 20.815 13.318 18.400 -0.32
N 12.027 13.265 17.559 -0.31
N 21.707 18.308 11.511 -0.28
N 16.227 16.531 21.833 -0.24
N 25.842 15.023 12.066 -0.03
N 20.463 11.920 16.325 -0.30
N 19.148 15.227 14.012 0.02
N 15.751 22.644 14.191 0.02
N 21.504 20.937 17.499 -0.26
N 25.753 16.110 18.460 -0.28
N 16.338 21.190 18.008 -0.28
C 16.000 20.642 12.702 -0.11
C 27.127 15.950 12.153 -0.38
C 27.152 16.619 10.743 0.00
C 20.412 19.839 17.612 -0.07
C 26.996 13.374 13.603 -0.10
C 13.821 23.824 13.488 0.01
C 16.067 18.363 23.549 -0.06
C 14.609 21.005 12.278 -0.14
C 20.919 18.664 18.439 -0.17
C 28.238 14.257 13.619 -0.17
C 12.091 10.791 18.893 -0.64
C 18.619 15.199 16.444 0.03
C 14.925 19.051 17.488 -0.60
C 25.628 14.044 13.237 -0.36
C 21.810 21.407 18.890 -0.11
C 14.234 22.562 14.301 -0.41
C 13.816 22.706 15.797 0.02
C 17.619 21.139 14.624 0.02
C 22.447 11.185 18.065 -0.62
C 22.634 16.671 9.611 -0.70
C 16.738 21.746 13.485 -0.40
C 17.565 17.077 21.466 -0.09
C 18.778 17.393 15.096 -0.13
C 22.253 20.263 19.794 -0.11
C 24.573 12.987 12.697 0.01
C 25.004 14.764 14.455 0.01
C 15.397 17.704 22.370 -0.17
C 18.432 16.105 20.734 -0.20
C 28.305 14.936 12.284 -0.11
C 13.066 13.741 15.293 -0.69
C 17.583 22.713 12.706 0.01
C 26.886 16.954 13.299 0.00
C 19.204 9.545 15.695 -0.69
C 22.815 20.572 16.875 -0.11
C 16.298 15.425 22.807 0.04
C 16.807 14.277 13.990 0.03
C 20.859 22.047 16.711 0.02
C 24.128 19.956 14.776 -0.09
C 17.881 15.196 13.232 -0.38
C 26.186 18.714 18.469 -0.64
C 18.187 14.546 11.885 -0.01
C 14.004 15.801 20.859 -0.02
C 20.279 20.246 10.542 -0.61
C 16.136 23.346 19.687 -0.70
C 20.866 16.130 15.715 0.01
C 19.336 16.059 15.352 -0.38
C 22.803 19.837 15.486 -0.21
C 17.427 16.715 13.082 -0.06
C 17.372 17.339 14.499 -0.14
C 19.347 14.062 20.908 -0.12
C 13.792 21.269 13.580 -0.09
C 23.875 15.404 20.275 -0.64
C 15.517 16.096 20.541 -0.10
C 21.161 19.155 19.844 -0.15
H 17.272 22.946 11.707 0.10
H 16.248 14.683 14.893 0.09
H 21.386 16.712 14.907 0.10
H 26.252 17.242 10.605 0.08
H 17.076 20.554 15.358 0.07
H 20.162 14.516 20.391 0.06
H 18.129 21.901 15.184 0.07
H 18.511 22.219 12.530 0.07
H 24.952 19.796 15.527 0.07
H 19.437 17.873 14.344 0.11
H 13.432 16.721 20.684 0.09
H 23.695 13.602 12.448 0.09
H 24.348 20.975 14.356 0.10
H 14.176 21.872 16.415 0.07
H 14.487 17.310 22.771 0.11
H 29.162 15.590 12.157 0.14
H 25.651 15.432 14.998 0.05
H 21.371 15.132 15.972 0.12
H 15.260 18.836 24.176 0.11
H 26.842 12.793 14.472 0.12
H 19.138 15.593 17.298 0.08
H 18.275 20.508 14.063 0.07
H 17.518 15.165 16.475 0.09
H 18.101 17.238 12.448 0.10
H 16.745 15.868 23.713 0.11
H 27.241 15.800 10.062 0.08
H 20.124 19.688 16.536 0.13
H 15.091 18.446 21.673 0.10
H 16.071 13.900 13.239 0.11
H 16.530 20.398 11.775 0.14
H 18.052 17.361 22.391 0.14
H 19.586 20.366 18.091 0.09
H 24.095 19.210 13.953 0.07
H 19.844 22.384 17.019 0.09
H 23.274 19.862 17.588 0.09
H 15.700 16.802 19.696 0.12
H 24.504 14.016 15.099 0.11
H 22.524 22.231 18.702 0.14
H 14.553 21.851 11.582 0.12
H 14.379 24.600 14.007 0.08
H 15.298 15.154 23.033 0.09
H 20.996 16.677 16.659 0.07
H 17.011 18.300 14.480 0.04
H 18.500 13.533 11.979 0.08
H 13.592 15.024 20.215 0.07
H 23.416 21.487 16.909 0.14
H 19.697 13.459 21.729 0.11
H 16.872 14.606 22.414 0.11
H 17.248 14.485 11.369 0.09
H 17.383 18.022 20.917 0.13
H 18.925 14.145 16.341 0.07
H 26.938 16.745 14.343 0.03
H 13.835 15.506 21.860 0.05
H 16.045 15.224 20.152 0.12
H 25.958 17.447 13.034 0.07
H 20.931 21.951 19.195 0.12
H 22.419 20.720 20.757 0.12
H 16.442 16.687 12.601 0.13
H 20.148 17.870 18.363 0.11
H 16.769 19.148 23.240 0.09
H 21.477 18.294 20.392 0.10
H 27.213 12.570 12.879 0.13
H 12.705 21.303 13.577 0.13
H 18.899 18.030 15.989 0.11
H 20.244 19.636 20.233 0.13
H 24.341 12.260 13.436 0.08
H 24.090 15.296 14.180 0.10
H 17.972 15.661 19.892 0.10
H 16.658 16.703 15.040 0.11
H 29.040 13.518 13.655 0.12
H 22.713 18.742 15.682 0.10
H 16.086 19.791 13.383 0.10
H 21.797 18.111 18.105 0.09
H 19.261 16.674 20.282 0.13
H 23.172 19.935 19.361 0.08
H 17.318 13.378 14.357 0.06
H 28.362 14.940 14.448 0.12
H 27.683 17.717 13.059 0.13
H 18.566 13.524 20.287 0.13
H 28.142 17.120 10.648 0.11
H 12.734 22.538 15.820 0.11
H 12.728 24.094 13.636 0.13
H 13.957 20.379 14.291 0.14
H 21.570 22.875 16.782 0.11
H 28.040 14.159 11.551 0.13
H 20.805 21.749 15.663 0.10
H 18.972 15.059 11.354 0.09
H 21.967 20.173 14.913 0.06
H 14.086 23.763 12.445 0.08
H 24.937 12.451 11.811 0.09
H 16.527 17.687 24.201 0.05
H 17.807 23.596 13.381 0.13
H 14.250 20.189 11.675 0.12
H 14.072 23.671 16.174 0.08
```

## Properties
**Kohn-Sham gap**: 5.00 eV
**Total charge**: 0
**E**: -11444.60500 Eh
**Maximum force**: 6.8 eV Å⁻¹

---

2.
The following is a quantum chemistry calculation of a 5-piece molecular cluster, C28H39Cl13F8N3O4S overall in a non-equilibrium geometry, from OMol25.

Structure (XYZ):
```
96
Properties=species:S:1:pos:R:3:lowdin_charge:R:1
Cl -1.765 -4.999 1.009 0.71
Cl 6.263 -1.201 -5.017 0.59
Cl -6.511 5.649 -1.926 0.51
Cl -5.130 3.099 -1.649 0.73
Cl 8.255 -1.540 -2.920 0.55
Cl 6.871 1.003 -3.218 0.49
Cl 5.541 3.458 -2.578 0.47
Cl 4.159 6.002 -2.868 0.53
Cl -5.177 10.045 -5.161 0.53
Cl -4.844 7.227 -4.523 0.52
Cl 3.548 3.801 -4.669 0.52
Cl -7.113 3.466 -3.752 0.53
Cl -7.341 8.581 -3.885 0.52
S 2.289 -4.436 1.497 0.92
F 4.387 -4.025 4.974 0.10
F 0.942 0.790 6.049 0.06
F 4.651 -5.235 2.433 0.09
F 1.903 1.170 4.021 0.05
F 3.060 -5.790 4.519 0.13
F 2.195 -3.594 4.621 0.11
F 4.425 -3.001 2.640 0.08
F 0.232 2.567 4.667 0.07
O 1.209 -5.122 2.322 -0.24
O -3.583 3.647 2.078 -0.02
O 2.717 -5.544 0.541 -0.24
O -0.779 -2.886 2.233 -0.12
N 1.665 -3.020 0.628 -0.23
N -1.504 1.183 -0.762 -0.09
N 4.136 -2.472 -2.986 -0.03
C 2.513 -2.829 -0.637 -0.16
C 0.710 0.113 -0.343 -0.17
C -5.853 4.252 -2.789 -1.49
C 4.812 -2.017 -1.741 -0.26
C -4.326 2.645 1.378 -0.21
C 1.731 -0.371 0.800 -0.10
C -6.027 0.414 -0.088 -0.09
C 7.528 -0.404 -4.066 -1.48
C -0.959 -3.319 0.875 -0.68
C -0.437 0.191 4.112 -0.04
C 0.026 -1.684 2.220 -0.20
C 3.244 -4.429 4.213 -0.34
C -6.543 1.159 1.163 -0.06
C -5.991 8.481 -5.023 -1.53
C 3.693 -4.192 2.659 -0.33
C -2.049 -2.433 0.046 -0.21
C 4.812 4.597 -3.721 -1.52
C 1.448 -1.800 1.455 -0.17
C 0.193 -1.255 3.786 -0.07
C 4.051 -2.526 -0.393 -0.15
C -3.541 -2.560 0.655 -0.12
C -0.290 1.289 0.097 -0.22
C 0.666 1.211 4.713 -0.39
C -4.630 0.807 -0.647 -0.17
C 0.355 -3.531 0.001 -0.11
C -3.848 1.915 0.099 -0.27
C -2.409 2.344 -0.510 -0.21
C -5.732 2.251 1.928 0.02
H -3.094 4.221 1.450 0.10
H 0.180 -2.997 -1.008 0.15
H 2.205 -1.860 2.333 0.15
H -6.386 8.213 -6.000 0.02
H 2.097 -2.023 -1.335 0.13
H 4.764 -2.267 -3.781 -0.04
H -1.019 0.666 3.256 0.11
H -1.253 1.165 -1.768 0.12
H -3.954 -1.495 0.750 0.06
H -7.579 0.885 1.551 0.09
H -1.193 0.052 4.975 0.15
H 1.278 -1.230 4.129 0.11
H 0.436 -4.649 -0.285 0.14
H 4.298 -1.759 0.412 0.11
H -5.075 4.603 -3.464 -0.02
H -2.643 2.805 -1.545 0.10
H 4.884 -0.866 -1.718 0.10
H 2.788 -0.215 0.396 0.12
H -2.074 -2.765 -1.061 0.13
H 0.177 -0.817 -0.764 0.09
H 3.285 -1.916 -3.169 0.07
H -0.561 1.221 1.207 0.11
H -6.695 -0.382 -0.579 0.10
H -0.359 -2.033 4.436 0.15
H -3.562 -2.996 1.720 0.08
H 5.887 -2.419 -1.641 0.10
H 2.470 -3.780 -1.296 0.16
H 1.626 0.396 1.662 0.13
H 1.335 0.527 -1.222 0.13
H -0.655 -0.850 1.796 0.14
H 4.568 -3.507 -0.070 0.12
H 5.587 4.940 -4.403 0.02
H 8.304 -0.063 -4.748 0.02
H 0.243 2.292 -0.071 0.13
H -4.166 -3.157 -0.090 0.09
H -4.221 0.280 -1.577 0.11
H -6.121 2.803 2.852 0.11
H -1.785 -1.319 0.027 0.08
H -1.911 3.182 0.095 0.11
```

## Properties
**Kohn-Sham gap**: 5.93 eV
**Total charge**: +1
**E**: -8734.44714 Eh
**Maximum force**: 10.9 eV Å⁻¹